# 1
Computed, not measured: a 2-piece molecular cluster, C5H9NO overall at a distorted geometry, with ωB97M-V/def2-TZVPD.

Values from the calculation:
HOMO level (alpha / beta), hartree: -0.2471 / -0.2471
Energy above the lowest of the compared OMol25 structures with the same formula, charge and spin, kJ/mol: 449.1
Energy, a.u.: -325.7665
Molecular weight, g mol⁻¹: 99.1

```
! wB97M-V def2-TZVPD RIJCOSX def2/J DEFGRID3
* xyz 0 1
C -0.544 -0.250 0.322
C 1.697 -0.123 0.707
C -1.040 -0.355 1.611
C 2.524 0.040 -0.506
C -1.950 0.429 -1.579
N -0.808 0.114 -0.792
O 2.057 -0.373 1.798
H -1.108 -1.352 1.892
H -1.955 0.044 1.715
H -0.321 0.121 2.311
H 3.397 -0.560 -0.315
H 1.887 -0.393 -1.230
H 2.800 1.079 -0.777
H -2.770 -0.112 -1.164
H -1.737 0.139 -2.546
H -2.127 1.552 -1.446
*
```

***

# 2
Computed, not measured: a 2-piece molecular cluster, C2H5NO3 overall at a distorted geometry, with ωB97M-V/def2-TZVPD.

Values from the calculation:
HOMO level, hartree: -0.3763
Energy above the lowest of the compared OMol25 structures with the same formula, charge and spin, kJ/mol: 204.6
Energy, a.u.: -359.6314
Molecular weight, g mol⁻¹: 91.1

```
! wB97M-V def2-TZVPD RIJCOSX def2/J DEFGRID3
* xyz 0 1
C -0.318 0.797 0.018
C 0.672 -0.225 0.477
N -1.612 0.404 0.304
O 0.053 1.814 -0.570
O 0.000 -1.558 -0.748
O 1.892 0.125 0.064
H 0.791 -0.848 1.429
H -1.849 -0.413 0.792
H -2.355 0.888 -0.097
H 0.841 -1.817 -1.168
H 1.885 0.834 -0.502
*
```

***

# 3
Computed, not measured: C5H4GaO4 as an isolated structure at a distorted geometry, with ωB97M-V/def2-TZVPD.

Values from the calculation:
HOMO level, hartree: -0.8283
Energy above the lowest of the compared OMol25 structures with the same formula, charge and spin, kJ/mol: 87.4
Energy, a.u.: -2417.0563
Molecular weight, g mol⁻¹: 197.8

```
! wB97M-V def2-TZVPD RIJCOSX def2/J DEFGRID3
* xyz 3 1
C 3.147 -0.165 0.111
C 3.383 0.860 -0.542
H 3.609 1.835 -0.956
H 2.142 0.457 -0.492
O -1.048 -1.758 0.168
C -0.079 -0.965 0.326
O 0.753 -1.010 1.269
O -0.223 0.211 -0.334
Ga 2.265 -1.519 1.142
C -2.597 0.105 0.048
C -1.608 0.584 -0.665
O -3.646 0.184 0.684
H -1.723 1.576 -1.121
H -4.375 -0.394 0.365
*
```

***

# 4
Computed, not measured: C18H23N2O5TeZn as an isolated structure, with ωB97M-V/def2-TZVPD.

Values from the calculation:
HOMO level, hartree: -0.4319
Energy, a.u.: -3232.5962
Molecular weight, g mol⁻¹: 540.4

```
! wB97M-V def2-TZVPD RIJCOSX def2/J DEFGRID3
* xyz 1 1
Zn 0.071 -0.178 0.927
C 4.463 0.808 -0.649
O 3.454 1.820 -0.382
C 2.280 1.386 -0.023
O 1.968 0.204 0.128
N 1.394 2.403 0.177
N 0.095 2.073 0.560
H 5.391 1.355 -0.752
H 4.222 0.283 -1.567
H 4.515 0.107 0.175
H 1.645 3.355 -0.024
H -0.558 2.342 -0.167
H -0.138 2.572 1.409
C -3.030 -1.795 -1.167
C -2.520 -1.566 0.245
C -3.607 -1.749 1.291
O -1.999 -0.185 0.336
C -1.351 -2.546 0.515
O -1.610 -3.720 0.628
O -0.155 -2.013 0.554
H -3.918 -1.187 -1.365
H -3.302 -2.844 -1.273
H -2.259 -1.563 -1.905
H -4.502 -1.176 1.030
H -3.252 -1.430 2.273
H -3.863 -2.805 1.345
H -2.639 0.395 -0.087
Te 1.227 -0.711 3.243
C 1.397 1.060 4.384
C 2.528 1.234 5.175
C 2.655 2.384 5.947
C 1.657 3.349 5.929
C 0.530 3.172 5.135
C 0.401 2.030 4.356
C -0.284 -1.641 4.380
C 0.018 -2.856 4.981
C -0.956 -3.501 5.733
C -2.214 -2.932 5.878
C -2.508 -1.718 5.269
C -1.544 -1.070 4.509
H 3.301 0.475 5.203
H 3.532 2.519 6.569
H 1.754 4.239 6.539
H -0.253 3.922 5.126
H -0.483 1.895 3.742
H 0.997 -3.302 4.865
H -0.730 -4.452 6.201
H -2.971 -3.439 6.465
H -3.493 -1.277 5.378
H -1.781 -0.131 4.026
*
```

***

# 5
Computed, not measured: a 2-piece molecular cluster, C4H12NOS overall at a distorted geometry, with ωB97M-V/def2-TZVPD.

Values from the calculation:
HOMO level (alpha / beta), hartree: -0.3420 / -0.3412
Energy above the lowest of the compared OMol25 structures with the same formula, charge and spin, kJ/mol: 158.5
Energy, a.u.: -687.6753
Molecular weight, g mol⁻¹: 122.2

```
! wB97M-V def2-TZVPD RIJCOSX def2/J DEFGRID3
* xyz 0 2
C -2.178 0.007 -2.728
N -1.108 -0.560 -1.897
C -0.743 0.301 -0.733
C 0.354 -0.449 0.178
S 0.786 0.265 1.788
C -1.994 0.544 0.182
H -3.125 0.555 -2.425
H -1.609 0.795 -3.206
H -2.316 -0.734 -3.565
H -1.273 -1.532 -1.428
H -0.337 1.205 -1.164
H 0.023 -1.484 0.318
H 1.268 -0.561 -0.478
H -2.864 0.798 -0.369
H -1.912 1.308 0.933
H -2.241 -0.490 0.657
H 2.726 -0.426 1.618
H 3.741 0.609 1.096
O 3.808 -0.348 1.412
*
```

***

# 6
Computed, not measured: C34H40Cl3N9O9TeZr as an isolated structure, with ωB97M-V/def2-TZVPD.

Values from the calculation:
HOMO level, hartree: -0.2504
Energy above the lowest of the compared OMol25 structures with the same formula, charge and spin, kJ/mol: 23.1
Energy, a.u.: -4185.6325
Molecular weight, g mol⁻¹: 1043.9

```
! wB97M-V def2-TZVPD RIJCOSX def2/J DEFGRID3
* xyz 0 1
Zr -0.287 -0.926 -0.519
C 4.175 -0.338 -4.135
N 3.714 -0.733 -2.811
C 4.390 -1.841 -2.153
C 2.498 -0.351 -2.347
N 1.893 -0.882 -1.347
N 1.942 0.739 -3.008
C 0.589 0.957 -3.173
N 0.295 2.010 -3.990
N -0.278 0.189 -2.633
H 4.578 0.681 -4.139
H 3.383 -0.421 -4.880
H 4.979 -1.004 -4.433
H 5.436 -1.837 -2.452
H 3.945 -2.805 -2.416
H 4.358 -1.711 -1.073
H 2.331 -1.733 -1.018
H 2.560 1.280 -3.587
H 0.985 2.730 -4.126
H -0.655 2.344 -3.961
H -1.237 0.427 -2.870
O -1.993 5.058 -0.422
C -0.708 5.161 -0.129
O -0.196 6.211 0.163
C 0.104 3.906 -0.191
C 1.480 3.860 -0.096
Cl 2.603 5.099 0.180
N 1.870 2.566 -0.225
N 0.799 1.756 -0.359
C -0.256 2.545 -0.337
C -1.598 1.905 -0.532
O -2.542 2.597 -0.898
O -1.645 0.638 -0.346
C 3.203 2.058 -0.284
C 4.116 2.615 -1.168
C 5.415 2.130 -1.201
C 5.794 1.092 -0.361
C 4.868 0.535 0.511
C 3.568 1.014 0.549
H -2.251 4.126 -0.661
H 3.818 3.435 -1.808
H 6.135 2.573 -1.876
H 6.812 0.726 -0.378
H 5.159 -0.269 1.175
H 2.832 0.596 1.217
C -7.671 -1.012 -0.996
C -6.319 -1.458 -0.508
C -5.737 -2.624 -0.986
C -4.494 -3.060 -0.542
C -3.959 -4.360 -1.080
C -3.800 -2.297 0.408
Te -1.843 -2.887 1.009
C -4.383 -1.137 0.929
C -3.722 -0.307 1.996
C -5.630 -0.736 0.453
H -7.795 -1.221 -2.059
H -7.813 0.058 -0.839
H -8.469 -1.534 -0.462
H -6.264 -3.212 -1.732
H -4.581 -4.724 -1.897
H -3.932 -5.121 -0.297
H -2.934 -4.251 -1.433
H -2.760 0.086 1.665
H -3.542 -0.905 2.891
H -4.356 0.538 2.268
H -6.067 0.176 0.846
Cl -0.210 -3.107 -4.915
C -1.446 -3.375 -3.659
Cl -3.060 -3.048 -4.277
C -1.105 -2.519 -2.441
O -1.921 -1.697 -1.979
O 0.031 -2.677 -1.919
H -1.397 -4.425 -3.384
C -1.105 -1.371 4.732
C -0.490 0.000 4.978
C 0.665 0.371 4.015
C 1.300 1.685 4.502
C 2.404 2.217 3.598
C 1.687 -0.747 4.099
O 2.381 -0.945 5.065
N 1.774 -1.593 2.999
C 1.112 -1.384 1.822
O 1.234 -2.187 0.864
N 0.348 -0.313 1.614
C 0.066 0.590 2.618
O -0.642 1.553 2.421
H -1.961 -1.525 5.390
H -0.392 -2.173 4.937
H -1.453 -1.488 3.704
H -0.091 0.059 5.993
H -1.242 0.783 4.866
H 1.691 1.504 5.503
H 0.497 2.418 4.579
H 3.222 1.499 3.501
H 2.824 3.137 4.005
H 2.017 2.447 2.603
H 2.352 -2.418 3.082
*
```